Entry 1:
Computed, not measured: C44H53As2BrCsN7O10S as an isolated structure at a distorted geometry, with ωB97M-V/def2-TZVPD.

The LUMO energy is 2.520 eV. Its net charge is -2. For the energy, the calculation gives -10307.9005 a.u. The value obtained for the orbital gap is 3.753 eV. As for the HOMO energy: -1.233 eV. For the energy above the lowest of the compared OMol25 structures with the same formula, charge and spin, the calculation gives 119.3 kJ/mol.

Atoms and positions in Å:
Cs (-0.9233, -0.7186, -0.4562)
C (-2.4409, -2.5460, 2.9982)
C (-2.1357, -1.0578, 3.0874)
C (-0.8829, -0.7275, 3.8900)
N (0.3313, -1.2813, 3.3244)
C (2.4200, -2.0614, 3.7975)
C (3.1683, -2.4351, 5.0426)
C (4.3590, -1.9621, 5.4930)
C (5.3225, -1.2029, 4.7895)
C (5.3716, -1.1531, 3.4107)
C (4.5571, -1.7386, 2.4432)
C (3.2441, -2.2929, 2.5221)
N (2.6323, -2.9010, 1.5523)
C (3.4072, -3.2698, 0.3982)
C (2.5875, -4.1077, -0.5789)
C (1.4630, -3.3030, -1.2567)
N (0.1686, -3.3758, -0.6163)
C (-0.5657, -4.4317, -0.6862)
C (-0.2006, -5.6078, -1.4455)
C (-0.6517, -6.9028, -1.4126)
C (-1.6422, -7.5030, -0.6292)
C (-2.4848, -6.8151, 0.2334)
C (-2.6220, -5.4640, 0.4901)
C (-1.9277, -4.3108, -0.0106)
N (-2.3556, -3.0937, 0.1260)
C (-3.6442, -2.7968, 0.7086)
C (-3.7259, -2.8967, 2.2505)
H (-2.5131, -2.9382, 4.0200)
H (-1.6022, -3.0644, 2.5264)
H (-2.9747, -0.5317, 3.5638)
H (-2.0241, -0.5874, 2.1108)
H (-1.0171, -1.0396, 4.9409)
H (-0.7667, 0.3640, 3.8723)
H (2.6177, -3.0900, 5.7102)
H (4.6100, -2.2411, 6.5164)
H (6.1368, -0.7564, 5.3493)
H (6.2305, -0.6262, 2.9960)
H (4.9396, -1.6515, 1.4320)
H (4.3114, -3.8249, 0.6984)
H (3.7765, -2.3834, -0.1530)
H (2.1603, -4.9713, -0.0659)
H (3.2677, -4.4875, -1.3512)
H (1.3945, -3.5731, -2.3226)
H (1.7872, -2.2478, -1.2267)
H (0.6375, -5.4455, -2.1143)
H (-0.1227, -7.5764, -2.0850)
H (-1.7641, -8.5772, -0.7069)
H (-3.1885, -7.4390, 0.7823)
H (-3.4304, -5.2283, 1.1682)
H (-4.4411, -3.4256, 0.2804)
H (-3.8968, -1.7651, 0.4207)
H (-4.0105, -3.9121, 2.5346)
H (-4.5410, -2.2462, 2.5914)
N (1.6697, 0.2065, 1.4902)
N (2.1045, 0.3404, 2.8727)
C (1.6254, -0.6797, 3.7768)
N (1.6302, -0.0737, 5.0874)
S (0.7876, -2.9040, 3.7910)
H (1.7482, -0.7963, 1.2938)
H (2.4433, 0.6168, 0.9679)
H (1.7591, 1.2268, 3.2221)
H (0.7233, 0.2995, 5.3308)
H (1.9180, -0.7504, 5.7842)
C (-2.3571, 3.3380, -3.9721)
O (-2.3331, 4.5549, -3.1977)
C (-1.2141, 4.9583, -2.5927)
O (-1.2255, 5.9601, -1.9196)
C (0.0040, 4.0854, -2.7290)
C (0.9182, 4.3755, -3.6539)
As (2.4099, 3.1851, -4.3042)
C (3.9156, 4.4565, -4.3442)
C (2.4250, 2.4532, -2.5041)
C (1.3279, 1.6862, -2.3519)
As (-0.2381, 2.5055, -1.4670)
C (0.3952, 3.3420, 0.1773)
C (1.0023, 0.6525, -3.4026)
O (1.8165, 0.1708, -4.1514)
O (-0.2581, 0.2262, -3.3049)
C (-0.6265, -0.9280, -4.0752)
C (3.0349, 3.0877, -1.3003)
O (3.3218, 2.4435, -0.3262)
O (3.2335, 4.4169, -1.3771)
C (3.8515, 4.9853, -0.2170)
C (0.7547, 5.5290, -4.6033)
O (0.3864, 5.3587, -5.7381)
O (1.0687, 6.7647, -4.1894)
C (1.4012, 7.0060, -2.8125)
H (-3.3204, 3.3496, -4.4736)
H (-2.3015, 2.4651, -3.3187)
H (-1.5579, 3.3392, -4.7121)
H (4.0336, 4.7949, -5.3730)
H (4.8069, 3.8965, -4.0594)
H (3.8041, 5.3053, -3.6803)
H (-0.4744, 3.8876, 0.5438)
H (1.2453, 4.0118, 0.0907)
H (0.6109, 2.5142, 0.8563)
H (-1.6954, -1.0372, -3.9174)
H (-0.0980, -1.8048, -3.6989)
H (-0.3827, -0.7739, -5.1243)
H (3.9563, 6.0462, -0.4304)
H (4.8233, 4.5276, -0.0406)
H (3.2298, 4.8326, 0.6641)
H (0.4972, 7.0139, -2.2070)
H (1.8816, 7.9812, -2.8030)
H (2.0790, 6.2482, -2.4291)
Br (-8.2991, 1.6070, -2.4460)
C (-7.0255, 1.5736, -1.0242)
C (-7.4703, 1.7701, 0.2721)
C (-6.5385, 1.7486, 1.3019)
C (-5.1938, 1.5470, 1.0286)
C (-4.7674, 1.3450, -0.2776)
C (-5.6932, 1.3500, -1.3142)
C (-3.2882, 1.0939, -0.5796)
O (-3.0140, 0.5953, -1.6945)
O (-2.4941, 1.3686, 0.3506)
H (-8.5208, 1.9328, 0.4707)
H (-6.8719, 1.8910, 2.3227)
H (-4.4451, 1.5368, 1.8099)
H (-5.3462, 1.1652, -2.3215)

Entry 2:
Computed, not measured: a 6-piece molecular cluster, C44H53N6O16PS overall at a distorted geometry, with ωB97M-V/def2-TZVPD.

The LUMO energy is -0.943 eV. For the energy, the calculation gives -3979.9877 a.u. The value obtained for the orbital gap is 8.029 eV. The SMILES is CCOCCCCC[C@@]1(P(O)(O)=S)C[C@@H](C[C@@H](O)CN)OC1=O.O=[N+]([O-])c1ccccc1.O=[N+]([O-])c1ccccc1.O=[N+]([O-])c1ccccc1.O=[N+]([O-])c1ccccc1.O=[N+]([O-])c1ccccc1. As for the HOMO energy: -8.972 eV. For the energy above the lowest of the compared OMol25 structures with the same formula, charge and spin, the calculation gives 0.0 kJ/mol.

Atoms and positions in Å:
C (5.9613, -1.4795, 2.0950)
C (5.3209, -0.5798, 1.0474)
O (4.1860, -1.1982, 0.4448)
C (2.9535, -0.6375, 0.8364)
C (2.6853, 0.7332, 0.1868)
C (1.2489, 0.9025, -0.3053)
C (0.3109, 1.3980, 0.8147)
C (-1.1488, 1.0233, 0.5090)
C (-2.1843, 0.9592, 1.6614)
P (-2.6580, 2.6436, 2.3181)
O (-2.2064, 2.6446, 3.8471)
O (-1.5866, 3.6653, 1.6933)
S (-4.4858, 3.1580, 2.0683)
C (-3.4413, 0.1695, 1.2355)
C (-3.4384, -1.0956, 2.1179)
C (-3.0415, -2.4179, 1.4799)
C (-1.6025, -2.4915, 0.9489)
O (-0.9228, -3.6268, 1.5063)
C (-1.4878, -2.5538, -0.5954)
N (-2.4740, -3.3217, -1.3347)
O (-2.6459, -0.7020, 3.2568)
C (-1.6892, 0.1483, 2.8684)
O (-0.6331, 0.2463, 3.4353)
H (6.0328, -2.4997, 1.7151)
H (5.3893, -1.4721, 3.0264)
H (6.9644, -1.1051, 2.3139)
H (6.0438, -0.3844, 0.2483)
H (5.0454, 0.3722, 1.5073)
H (2.9262, -0.5448, 1.9305)
H (2.1796, -1.3590, 0.5611)
H (3.3966, 0.8969, -0.6213)
H (2.8618, 1.5070, 0.9443)
H (1.2275, 1.6314, -1.1210)
H (0.8725, -0.0498, -0.6960)
H (0.4436, 2.4783, 0.8966)
H (0.6140, 0.9293, 1.7492)
H (-1.1414, 0.0476, 0.0316)
H (-1.5523, 1.7145, -0.2458)
H (-1.2462, 2.5404, 3.9404)
H (-1.4175, 3.4903, 0.7595)
H (-3.5332, 0.0051, 0.1590)
H (-4.3342, 0.7393, 1.4931)
H (-4.4477, -1.2253, 2.4803)
H (-3.8013, -2.6517, 0.7312)
H (-3.1333, -3.1805, 2.2590)
H (-1.0084, -1.6450, 1.3013)
H (-1.4358, -4.4143, 1.2968)
H (-1.4342, -1.5505, -1.0238)
H (-0.5120, -3.0105, -0.7896)
H (-3.3954, -2.9095, -1.3309)
H (-2.5264, -4.2841, -1.0315)
O (-0.8397, 1.9178, -3.4138)
N (0.3028, 2.0734, -3.7952)
O (1.1667, 1.2326, -3.7096)
C (0.6446, 3.3766, -4.4048)
C (-0.3615, 4.3101, -4.5838)
C (-0.0338, 5.5321, -5.1438)
C (1.2747, 5.8094, -5.5063)
C (2.2750, 4.8683, -5.3122)
C (1.9659, 3.6349, -4.7583)
H (-1.3770, 4.0799, -4.2977)
H (-0.8064, 6.2732, -5.2945)
H (1.5192, 6.7719, -5.9355)
H (3.2982, 5.0907, -5.5811)
H (2.7320, 2.8954, -4.5845)
O (-7.3007, -1.8944, 2.8621)
N (-6.4925, -2.4833, 3.5487)
O (-5.4753, -2.9933, 3.1124)
C (-6.7460, -2.5833, 4.9916)
C (-7.9108, -2.0381, 5.4997)
C (-8.1481, -2.1446, 6.8599)
C (-7.2270, -2.7831, 7.6804)
C (-6.0607, -3.3156, 7.1465)
C (-5.8109, -3.2190, 5.7877)
H (-8.6124, -1.5418, 4.8467)
H (-9.0530, -1.7275, 7.2789)
H (-7.4183, -2.8643, 8.7419)
H (-5.3427, -3.8066, 7.7882)
H (-4.9084, -3.6236, 5.3556)
O (5.9813, 3.1225, -4.5084)
N (5.6908, 2.4212, -3.5586)
O (5.1877, 2.8315, -2.5272)
C (5.9520, 0.9729, -3.6672)
C (6.5506, 0.5033, -4.8247)
C (6.8059, -0.8510, -4.9343)
C (6.4622, -1.7091, -3.9028)
C (5.8578, -1.2195, -2.7544)
C (5.5982, 0.1395, -2.6279)
H (6.8090, 1.1863, -5.6196)
H (7.2746, -1.2360, -5.8294)
H (6.6652, -2.7678, -3.9936)
H (5.5844, -1.8887, -1.9530)
H (5.1283, 0.5337, -1.7427)
O (6.5544, 2.0775, 2.0984)
N (7.4767, 2.1715, 1.3145)
O (8.3216, 1.3170, 1.1439)
C (7.5594, 3.3930, 0.4971)
C (6.6141, 4.3837, 0.6843)
C (6.7000, 5.5318, -0.0859)
C (7.7164, 5.6691, -1.0220)
C (8.6513, 4.6570, -1.1950)
C (8.5782, 3.5043, -0.4303)
H (5.8294, 4.2573, 1.4145)
H (5.9712, 6.3195, 0.0453)
H (7.7796, 6.5682, -1.6200)
H (9.4395, 4.7640, -1.9272)
H (9.2947, 2.7062, -0.5508)
O (-7.1649, -4.9884, -4.2824)
N (-7.8803, -4.3570, -3.5335)
O (-8.8329, -3.6922, -3.8824)
C (-7.5689, -4.4009, -2.0928)
C (-6.4704, -5.1261, -1.6717)
C (-6.1796, -5.1536, -0.3168)
C (-6.9792, -4.4647, 0.5869)
C (-8.0798, -3.7462, 0.1383)
C (-8.3822, -3.7107, -1.2136)
H (-5.8604, -5.6555, -2.3881)
H (-5.3238, -5.7144, 0.0350)
H (-6.7348, -4.4893, 1.6380)
H (-8.6977, -3.2060, 0.8411)
H (-9.2317, -3.1557, -1.5816)

Entry 3:
Computed, not measured: C44H54BrF6NO4PSSeTl as an isolated structure at a distorted geometry, with ωB97M-V/def2-TZVPD.

The LUMO energy is 3.569 eV. Its net charge is -2. For the energy, the calculation gives -8551.5733 a.u. The value obtained for the orbital gap is 4.635 eV. As for the HOMO energy: -1.066 eV. For the energy above the lowest of the compared OMol25 structures with the same formula, charge and spin, the calculation gives 215.3 kJ/mol.

Atoms and positions in Å:
Tl (0.2348, 1.2559, 0.2906)
Br (2.8747, 1.3351, -1.7133)
C (3.2947, 3.0673, -0.9808)
C (4.6152, 3.3625, -0.7978)
C (4.9560, 4.6360, -0.3020)
C (3.9809, 5.5662, -0.0717)
C (2.6152, 5.2668, -0.2896)
C (1.6008, 6.2292, -0.1051)
C (0.2912, 5.8893, -0.3191)
C (-0.0613, 4.5703, -0.6630)
C (0.8596, 3.5542, -0.8616)
C (2.2252, 3.9557, -0.7166)
H (5.3815, 2.6306, -1.0149)
H (5.9989, 4.8714, -0.1218)
H (4.2465, 6.5584, 0.2812)
H (1.8771, 7.2249, 0.2295)
H (-0.4891, 6.6335, -0.1846)
H (-1.1205, 4.3387, -0.7556)
F (-5.2398, -4.4868, 0.7363)
C (-5.5625, -3.2714, 0.2217)
F (-6.1519, -3.5120, -0.9696)
F (-6.5291, -2.7831, 1.0321)
C (-4.3907, -2.3621, 0.1182)
C (-4.0931, -1.7074, -1.0728)
C (-3.0567, -0.7918, -1.0649)
N (-2.3374, -0.5023, 0.0117)
C (-2.6028, -1.1632, 1.1351)
C (-3.6263, -2.0883, 1.2453)
H (-4.6540, -1.9070, -1.9751)
H (-2.8060, -0.2216, -1.9533)
H (-1.9836, -0.8933, 1.9851)
H (-3.8296, -2.5910, 2.1821)
O (1.1498, -1.7956, -0.1951)
P (1.8500, -3.0952, -0.2793)
C (1.1280, -4.2131, -1.6018)
C (0.7477, -3.2968, -2.7978)
C (-0.7580, -3.1031, -2.9131)
C (-1.4716, -4.4241, -3.2065)
C (-0.8319, -5.5796, -2.4180)
C (-0.0797, -5.0665, -1.1893)
C (2.0344, -3.9808, 1.3594)
C (0.8207, -4.7652, 1.8739)
C (-0.3534, -3.8335, 2.1785)
C (0.0322, -2.8684, 3.2982)
C (1.2743, -2.0747, 2.9017)
C (2.4248, -2.9923, 2.4805)
C (3.6322, -2.9361, -0.8358)
C (4.3358, -1.8675, 0.0366)
C (5.4859, -1.1616, -0.6967)
C (6.1875, -2.1496, -1.6208)
C (5.2302, -2.5179, -2.7621)
C (3.7584, -2.5125, -2.3035)
H (1.9369, -4.8898, -1.9014)
H (1.1228, -3.7296, -3.7317)
H (1.1894, -2.3105, -2.6697)
H (-0.9633, -2.3855, -3.7102)
H (-1.1222, -2.6620, -1.9874)
H (-1.4194, -4.6401, -4.2775)
H (-2.5281, -4.3333, -2.9430)
H (-0.1312, -6.1337, -3.0516)
H (-1.5994, -6.2876, -2.0966)
H (0.2504, -5.9280, -0.6111)
H (-0.7673, -4.4836, -0.5711)
H (2.8641, -4.6812, 1.1958)
H (1.1257, -5.2609, 2.8046)
H (0.5274, -5.5537, 1.1862)
H (-1.2322, -4.4214, 2.4602)
H (-0.5986, -3.2554, 1.2831)
H (0.2273, -3.4416, 4.2138)
H (-0.7834, -2.1716, 3.5028)
H (1.5984, -1.4503, 3.7359)
H (1.0192, -1.4010, 2.0835)
H (2.7420, -3.5944, 3.3422)
H (3.2704, -2.3737, 2.1946)
H (4.1052, -3.9179, -0.7101)
H (4.7383, -2.3384, 0.9343)
H (3.5969, -1.1157, 0.3299)
H (6.1768, -0.7424, 0.0371)
H (5.0963, -0.3305, -1.2874)
H (6.4631, -3.0452, -1.0535)
H (7.1093, -1.7225, -2.0230)
H (5.4898, -3.5013, -3.1656)
H (5.3367, -1.7881, -3.5684)
H (3.1971, -3.1694, -2.9641)
H (3.3471, -1.5045, -2.3962)
C (-6.7811, 7.1738, -0.0572)
C (-5.7706, 6.0621, 0.0791)
C (-4.8208, 6.0676, 1.0921)
C (-3.9273, 5.0154, 1.2700)
C (-2.9050, 5.0810, 2.3681)
C (-4.0013, 3.8883, 0.4280)
Se (-2.9717, 2.3273, 0.8175)
C (-4.8981, 3.9173, -0.6566)
C (-4.9212, 2.7931, -1.6534)
C (-5.7689, 4.9901, -0.8050)
H (-6.5591, 7.9903, 0.6316)
H (-7.7897, 6.8103, 0.1617)
H (-6.7929, 7.5803, -1.0722)
H (-4.7781, 6.9126, 1.7756)
H (-2.8959, 6.0712, 2.8318)
H (-1.9106, 4.8525, 1.9802)
H (-3.1179, 4.3307, 3.1325)
H (-3.8982, 2.4822, -1.8713)
H (-5.4206, 3.0970, -2.5775)
H (-5.4323, 1.9177, -1.2409)
H (-6.4772, 4.9862, -1.6315)
F (3.2604, 1.2424, 1.9177)
C (2.9908, 1.7543, 3.1366)
F (3.8382, 2.7782, 3.3359)
F (3.3147, 0.8007, 4.0414)
S (1.1940, 2.2530, 3.2676)
O (1.0575, 3.1566, 2.1461)
O (1.1375, 2.8366, 4.5851)
O (0.5444, 0.9649, 3.1381)

Entry 4:
Computed, not measured: a 6-piece molecular cluster, C44H54NO4S overall at a distorted geometry, with ωB97M-V/def2-TZVPD.

The LUMO energy is -3.055 eV. Its net charge is +1. For the energy, the calculation gives -2462.0898 a.u. The value obtained for the orbital gap is 7.399 eV. As for the HOMO energy: -10.454 eV.

Atoms and positions in Å:
C (-5.8399, 3.2183, -0.9764)
C (-4.6467, 4.0257, -0.1826)
C (-3.2322, 3.1894, -0.0740)
O (-2.7106, 2.7177, -1.3643)
N (-1.4703, 3.1667, -1.6188)
C (-1.0433, 3.1557, -3.0620)
C (-1.8598, 2.2182, -4.0936)
C (-2.5223, 3.0459, -5.3875)
S (-4.3399, 2.5123, -5.6357)
O (-5.0905, 3.5937, -6.4741)
O (-5.1183, 2.3651, -4.3060)
O (-4.3980, 1.0004, -6.4324)
C (-0.3772, 2.5691, -0.7567)
C (-0.3265, 0.9474, -0.6623)
C (-1.2952, -0.1525, -1.3834)
C (-1.0609, -1.7972, -1.2023)
C (0.1504, -2.4194, -0.2364)
C (1.1016, -1.3095, 0.5356)
C (2.2708, -1.9489, 1.5380)
C (0.8809, 0.3120, 0.3078)
H (-5.6187, 2.0716, -1.0785)
H (-6.8209, 3.3227, -0.3072)
H (-6.0713, 3.7499, -2.0031)
H (-4.5059, 5.1372, -0.5802)
H (-5.0314, 4.1527, 0.9403)
H (-2.4872, 3.8261, 0.5652)
H (-3.4645, 2.2082, 0.5657)
H (-1.4958, 4.1963, -1.3402)
H (0.1128, 2.8795, -3.1731)
H (-1.1122, 4.2743, -3.4749)
H (-1.0792, 1.4687, -4.5982)
H (-2.7189, 1.5561, -3.6747)
H (-2.4246, 4.2142, -5.2738)
H (-1.9905, 2.7603, -6.4141)
H (-4.9120, 0.3243, -5.8899)
H (0.7145, 2.9280, -1.0820)
H (-0.4904, 2.9759, 0.3604)
H (-2.1854, 0.2170, -2.0453)
H (-1.7390, -2.6101, -1.7358)
H (0.3335, -3.5797, -0.0964)
H (3.3530, -1.8609, 1.1014)
H (2.0304, -3.0820, 1.8269)
H (2.2228, -1.3618, 2.5765)
H (1.6157, 1.0294, 0.9053)
C (3.4628, 0.6648, -6.9562)
C (2.1606, 0.7581, -7.4462)
C (1.3077, 1.7564, -6.9764)
C (1.7608, 2.6684, -6.0227)
C (3.0643, 2.5773, -5.5354)
C (3.9142, 1.5732, -5.9985)
H (4.1261, -0.1155, -7.3201)
H (1.8098, 0.0517, -8.1944)
H (0.2909, 1.8248, -7.3535)
H (1.0979, 3.4495, -5.6600)
H (3.4178, 3.2890, -4.7934)
H (4.9279, 1.4991, -5.6146)
C (-1.3066, -2.6560, 5.6336)
C (-0.8410, -3.9466, 5.8831)
C (-0.4394, -4.7607, 4.8244)
C (-0.4942, -4.2801, 3.5158)
C (-0.9563, -2.9881, 3.2667)
C (-1.3667, -2.1773, 4.3246)
H (-1.6228, -2.0230, 6.4586)
H (-0.7918, -4.3185, 6.9034)
H (-0.0829, -5.7687, 5.0186)
H (-0.1766, -4.9126, 2.6911)
H (-0.9974, -2.6131, 2.2470)
H (-1.7318, -1.1727, 4.1296)
C (9.4604, 1.1447, -3.2641)
C (9.4682, -0.0770, -3.9364)
C (8.2662, -0.7220, -4.2263)
C (7.0548, -0.1398, -3.8521)
C (7.0470, 1.0838, -3.1830)
C (8.2494, 1.7243, -2.8850)
H (10.3976, 1.6455, -3.0353)
H (10.4119, -0.5273, -4.2340)
H (8.2729, -1.6772, -4.7442)
H (6.1178, -0.6399, -4.0822)
H (6.1028, 1.5382, -2.8930)
H (8.2431, 2.6749, -2.3589)
C (0.5250, 2.2657, 3.8408)
C (-0.7772, 2.3590, 3.3507)
C (-1.6301, 3.3573, 3.8206)
C (-1.1770, 4.2693, 4.7743)
C (0.1265, 4.1782, 5.2616)
C (0.9765, 3.1741, 4.7985)
H (1.1884, 1.4854, 3.4769)
H (-1.1280, 1.6526, 2.6025)
H (-2.6469, 3.4257, 3.4435)
H (-1.8399, 5.0504, 5.1370)
H (0.4800, 4.8899, 6.0036)
H (1.9901, 3.1000, 5.1824)
C (-2.9910, -7.0898, 8.5063)
C (-2.5253, -8.3804, 8.7558)
C (-2.1237, -9.1945, 7.6972)
C (-2.1785, -8.7139, 6.3885)
C (-2.6406, -7.4219, 6.1394)
C (-3.0510, -6.6111, 7.1973)
H (-3.3071, -6.4568, 9.3313)
H (-2.4762, -8.7524, 9.7762)
H (-1.7673, -10.2025, 7.8913)
H (-1.8610, -9.3465, 5.5638)
H (-2.6818, -7.0470, 5.1197)
H (-3.4162, -5.6066, 7.0024)